Entry 1:
{"formula": "C16H30Br2F3NNbO8P2S", "method": "the ωB97M-V functional and the def2-TZVPD basis", "e_homo_ev": -5.35, "gap_ha": 0.2309, "total_charge": -1, "symbols": ["C", "O", "C", "C", "C", "Nb", "C", "C", "C", "O", "C", "Br", "C", "C", "Br", "P", "C", "O", "P", "O", "O", "O", "S", "O", "O", "C", "F", "F", "F", "H", "H", "H", "H", "H", "H", "H", "H", "H", "H", "H", "H", "H", "H", "H", "H", "H", "H", "H", "H", "H", "H", "H", "H", "H", "N", "C", "C", "C", "C", "H", "H", "H", "H", "H"], "positions_angstrom": [[-2.006497, 0.857699, 5.260753], [-1.922111, 1.871600, 4.273307], [-2.835147, 1.700384, 3.217735], [-2.489218, 0.540122, 2.283863], [-2.728195, 0.838522, 0.769247], [-1.086170, 0.138210, -0.568557], [-0.642677, -1.691983, 0.658101], [-1.861750, -2.497967, 1.128709], [-2.000926, -3.765820, 0.309785], [-1.661263, -2.868680, 2.512522], [-2.589411, -0.827505, -2.017611], [-4.260033, -1.537242, -1.317150], [-2.453325, -0.899786, -3.341077], [-1.299342, -0.367398, -4.113394], [-3.727745, -1.706204, -4.535563], [-1.146841, 2.371255, -1.861470], [0.398173, 2.962439, -2.613630], [-1.480142, 3.652581, -0.876434], [0.457648, 1.562088, 0.991540], [1.584047, 2.217014, 0.273923], [-0.391238, 2.740921, 1.728823], [1.033375, 0.696668, 2.259752], [1.067046, -0.626342, -1.719380], [1.989577, -0.695001, -0.593307], [1.592862, 0.129602, -2.847553], [1.100904, -2.437339, -2.349812], [1.775554, -3.225499, -1.471481], [1.738844, -2.484061, -3.546553], [-0.138054, -2.950006, -2.500761], [-1.207930, 0.138876, 5.115281], [-1.905353, 1.323287, 6.232413], [-2.967419, 0.355919, 5.211114], [-2.857887, 2.638097, 2.678779], [-3.842778, 1.544564, 3.608934], [-3.160534, -0.271795, 2.540905], [-1.497923, 0.170115, 2.505395], [-2.902201, 1.909193, 0.685617], [-3.667455, 0.361707, 0.509186], [-0.080522, -1.385995, 1.535254], [0.026552, -2.386669, 0.156571], [-2.789414, -1.951971, 1.156513], [-2.975218, -4.210532, 0.475621], [-1.924246, -3.565635, -0.751590], [-1.235693, -4.476838, 0.597564], [-0.908647, -3.456920, 2.522314], [-1.612428, -0.137300, -5.123245], [-0.855221, 0.532637, -3.712686], [-0.513686, -1.103233, -4.222397], [0.362040, 4.046244, -2.626641], [0.462024, 2.639812, -3.645784], [1.285178, 2.642407, -2.084429], [-2.433227, 3.714821, -0.830258], [0.251102, 3.430683, 1.920901], [1.155765, 1.300273, 2.995906], [4.854841, 0.263918, -0.526615], [5.624026, 1.359106, -0.771415], [6.926729, 0.944706, -0.903260], [6.934236, -0.465928, -0.729316], [5.635707, -0.849790, -0.499838], [3.853709, 0.270948, -0.387588], [5.181609, 2.338068, -0.832080], [7.774337, 1.579609, -1.102419], [7.788591, -1.121376, -0.769870], [5.203390, -1.819278, -0.323162]], "atomic_forces_ev_per_a": [[0.110, 0.382, -0.474], [-0.120, 0.090, 0.510], [0.130, 0.002, -0.351], [-0.484, -0.092, -0.288], [0.636, -0.041, 0.460], [-3.691, -0.560, 0.982], [0.381, 0.407, -0.422], [0.811, -0.358, 0.377], [-0.654, 0.239, -0.144], [-0.584, 0.277, -0.034], [-0.480, -0.093, 0.195], [0.243, 0.021, 0.018], [-0.052, 0.053, 0.051], [0.072, -0.051, -0.525], [-0.032, -0.083, 0.054], [1.428, -0.329, 0.478], [-0.190, 0.307, -0.381], [0.143, -0.034, -0.372], [0.198, -0.059, -0.390], [0.375, 0.172, -0.176], [-0.180, -0.299, 0.377], [-0.346, -0.003, -0.119], [1.665, 0.239, -0.639], [0.088, -0.261, 0.589], [-0.366, -0.171, -0.455], [0.609, -0.282, -0.049], [-0.513, 0.409, -0.828], [-0.520, -0.250, 0.844], [0.471, 0.098, -0.056], [0.116, -0.349, 0.035], [0.094, 0.100, 0.296], [-0.215, -0.232, 0.060], [0.219, 0.240, -0.153], [-0.219, 0.012, 0.240], [0.024, -0.402, 0.085], [0.358, 0.129, 0.091], [0.127, 0.292, -0.221], [-0.117, -0.101, -0.454], [0.138, 0.331, 0.150], [0.215, -0.075, -0.150], [-0.274, 0.282, -0.184], [-0.180, -0.244, 0.124], [0.115, 0.060, -0.240], [0.298, -0.157, -0.007], [0.387, -0.195, 0.083], [-0.105, 0.176, -0.214], [0.055, 0.148, 0.346], [0.224, -0.240, 0.053], [-0.074, 0.274, 0.084], [0.038, -0.245, -0.205], [0.049, -0.171, 0.299], [-0.400, 0.128, 0.329], [0.040, 0.453, -0.049], [0.101, 0.035, 0.382], [-0.056, 0.080, 0.063], [0.000, 0.012, 0.018], [0.020, -0.009, -0.002], [0.024, 0.002, -0.004], [-0.008, -0.014, 0.008], [-0.134, -0.041, -0.084], [-0.017, 0.017, 0.005], [0.011, 0.008, -0.007], [0.011, -0.011, -0.003], [-0.013, -0.019, -0.005]], "lowdin_charge": [-0.100, -0.194, -0.260, -0.262, -0.342, 1.345, -0.254, -0.512, -0.080, -0.062, -0.766, 0.622, -0.890, -0.196, 0.657, 0.775, -0.323, -0.368, 0.367, -0.393, -0.218, -0.219, 0.567, -0.434, -0.412, -0.646, 0.089, 0.094, 0.084, 0.084, 0.077, 0.084, 0.102, 0.114, 0.094, 0.065, 0.021, -0.016, 0.044, 0.032, 0.069, 0.073, 0.052, 0.082, 0.073, 0.055, 0.003, 0.065, 0.033, 0.025, 0.009, 0.023, 0.067, 0.054, 0.033, -0.142, -0.134, -0.134, -0.145, 0.105, 0.105, 0.076, 0.076, 0.105]}

Entry 2:
{"formula": "C16H30N3O4", "method": "the ωB97M-V functional and the def2-TZVPD basis", "e_homo_ev": -3.86, "de_lowest_kcal_mol": 0.0, "gap_ha": 0.2243, "total_charge": -1, "symbols": ["C", "O", "C", "C", "C", "C", "C", "C", "N", "O", "C", "O", "O", "H", "H", "H", "H", "H", "H", "H", "H", "H", "H", "H", "H", "H", "H", "H", "H", "C", "C", "C", "C", "N", "H", "H", "H", "H", "H", "H", "H", "C", "C", "C", "C", "N", "H", "H", "H", "H", "H", "H", "H"], "positions_angstrom": [[-4.226418, -0.803136, 0.538299], [-2.926981, -1.242653, 0.848892], [-2.498636, -2.371471, 0.090564], [-1.459954, -1.989216, -0.952585], [-0.071842, -1.759574, -0.362985], [0.795260, -0.760078, -1.172368], [0.758528, 0.627749, -0.537725], [1.783549, 1.669309, -1.033732], [3.075767, 1.559905, -0.316813], [1.248983, 2.965383, -0.725225], [2.069881, 1.614175, -2.574009], [1.845220, 2.651388, -3.217378], [2.513481, 0.525344, -2.967897], [-4.263388, -0.307540, -0.438982], [-4.938132, -1.634606, 0.554023], [-4.509468, -0.066375, 1.289049], [-3.354978, -2.845972, -0.402052], [-2.090750, -3.096684, 0.801671], [-1.423551, -2.798131, -1.682153], [-1.835548, -1.101992, -1.470435], [-0.182777, -1.383546, 0.659737], [0.435103, -2.725010, -0.278576], [1.811169, -1.134169, -1.253547], [0.377898, -0.713945, -2.176344], [0.953917, 0.488667, 0.534048], [-0.242005, 1.049996, -0.650798], [3.047256, 2.238120, 0.435894], [3.172070, 0.639580, 0.098101], [0.873156, 2.875964, 0.161923], [1.687411, 6.173759, -0.257134], [0.528709, 7.112184, -0.560344], [-0.268053, 7.509256, 0.689141], [-0.860396, 6.354304, 1.364915], [-1.329064, 5.451856, 1.896081], [1.334816, 5.226176, 0.142173], [2.241358, 5.941168, -1.164522], [2.378118, 6.622316, 0.463543], [-0.137039, 6.637939, -1.283110], [0.904453, 8.027477, -1.023606], [-1.076359, 8.193914, 0.427445], [0.381784, 8.017925, 1.403995], [1.638704, -5.872111, 1.481353], [0.211772, -6.070530, 1.978161], [-0.703439, -6.700538, 0.920888], [-0.789582, -5.853625, -0.267084], [-0.871131, -5.145832, -1.165473], [1.671428, -5.186932, 0.633485], [2.262798, -5.449610, 2.268313], [2.082675, -6.820342, 1.170850], [-0.203601, -5.109081, 2.285284], [0.214565, -6.714714, 2.859796], [-1.710492, -6.836695, 1.316649], [-0.326245, -7.679750, 0.620602]], "atomic_forces_ev_per_a": [[0.263, 0.186, -0.059], [-0.095, -0.195, 0.221], [0.020, 0.063, -0.167], [-0.252, -0.173, 0.135], [0.110, 0.397, 0.028], [-0.562, -0.495, 0.387], [0.424, -0.223, -0.219], [-0.239, 0.413, -0.006], [-0.098, -0.060, -0.033], [0.088, -0.237, 0.360], [-0.149, 0.521, -0.096], [-0.086, 0.128, -0.073], [0.278, -0.630, -0.051], [-0.047, -0.103, -0.078], [-0.093, 0.012, -0.008], [-0.021, -0.036, 0.041], [-0.095, 0.033, 0.075], [0.073, -0.019, -0.012], [0.078, 0.093, -0.129], [0.119, 0.102, 0.015], [-0.018, -0.003, 0.039], [-0.021, -0.053, -0.047], [0.117, 0.154, -0.102], [0.340, 0.047, -0.186], [-0.152, 0.173, 0.113], [-0.059, 0.025, -0.014], [0.048, -0.044, 0.068], [0.071, -0.032, -0.089], [-0.068, 0.076, -0.067], [0.033, 0.111, 0.046], [0.122, -0.093, -0.053], [0.045, -0.022, -0.164], [0.011, 0.063, 0.002], [-0.045, -0.069, 0.067], [0.019, -0.030, -0.027], [-0.015, -0.076, 0.001], [-0.016, 0.019, -0.004], [-0.041, 0.015, 0.018], [-0.068, 0.042, 0.021], [-0.010, 0.021, 0.044], [-0.003, 0.010, 0.021], [-0.019, 0.016, 0.016], [0.152, 0.027, 0.029], [0.119, 0.071, 0.120], [-0.158, -0.012, 0.071], [0.037, -0.118, -0.172], [-0.019, -0.014, -0.017], [0.009, -0.007, 0.000], [0.004, -0.002, -0.008], [-0.049, -0.011, -0.010], [-0.064, -0.023, -0.014], [-0.019, -0.022, -0.035], [0.000, -0.014, 0.002]], "lowdin_charge": [-0.129, -0.196, -0.249, -0.201, -0.203, -0.194, -0.131, -0.491, 0.094, -0.051, -0.700, -0.045, -0.056, 0.087, 0.078, 0.083, 0.110, 0.106, 0.079, 0.118, 0.100, 0.085, 0.103, 0.111, 0.108, 0.125, 0.058, 0.059, 0.075, -0.101, -0.258, -0.202, -0.244, 0.139, 0.049, 0.085, 0.074, 0.116, 0.102, 0.110, 0.114, -0.106, -0.260, -0.190, -0.216, 0.190, 0.070, 0.073, 0.075, 0.109, 0.104, 0.115, 0.117]}